Model a:
{
  "formula": "C29H25F9N2O2S2TeTi",
  "method": "wB97M-V/def2-TZVPD",
  "multiplicity": 1,
  "charge": -2,
  "homo_energy_ha": -0.0596,
  "symbols": ["Ti", "C", "C", "N", "N", "C", "S", "S", "C", "C", "C", "C", "C", "C", "C", "C", "C", "C", "C", "C", "C", "O", "H", "H", "H", "H", "H", "H", "H", "H", "H", "H", "H", "H", "H", "H", "F", "C", "F", "F", "C", "O", "C", "F", "F", "F", "C", "F", "F", "F", "C", "C", "C", "C", "C", "C", "Te", "C", "C", "C", "H", "H", "H", "H", "H", "H", "H", "H", "H", "H", "H"],
  "positions_angstrom": [[0.355, -0.283, -0.475], [-2.685, -0.642, 0.894], [-1.693, -0.983, -0.199], [-1.411, 0.003, -1.149], [-1.897, 0.060, -2.445], [-0.972, 0.464, -3.232], [0.670, 0.695, -2.709], [-1.312, 0.807, -4.940], [-3.108, 0.534, -5.009], [-3.927, 1.778, -4.797], [-4.541, 2.412, -5.871], [-5.287, 3.571, -5.690], [-5.428, 4.110, -4.421], [-4.820, 3.481, -3.340], [-4.077, 2.326, -3.522], [-1.757, -2.385, -0.710], [-2.876, -3.203, -0.751], [-2.805, -4.490, -1.286], [-1.596, -4.957, -1.787], [-0.456, -4.163, -1.742], [-0.528, -2.885, -1.185], [0.537, -2.114, -1.041], [-2.534, 0.381, 1.235], [-2.577, -1.312, 1.753], [-3.721, -0.730, 0.532], [-3.330, -0.218, -4.252], [-3.314, 0.117, -5.996], [-4.428, 1.996, -6.867], [-5.754, 4.051, -6.542], [-6.006, 5.015, -4.272], [-4.920, 3.896, -2.344], [-3.593, 1.836, -2.686], [-3.821, -2.832, -0.369], [-3.688, -5.118, -1.316], [-1.537, -5.955, -2.209], [0.499, -4.517, -2.111], [5.253, -2.102, -0.995], [4.238, -1.206, -1.058], [3.462, -1.556, -2.075], [4.793, -0.020, -1.363], [3.421, -1.111, 0.274], [2.293, -0.447, 0.080], [3.175, -2.572, 0.801], [2.930, -3.436, -0.189], [4.245, -3.064, 1.478], [2.141, -2.601, 1.638], [4.293, -0.353, 1.335], [3.822, -0.561, 2.570], [4.277, 0.959, 1.110], [5.593, -0.732, 1.338], [3.825, 0.862, 6.442], [2.932, 1.115, 5.255], [1.883, 0.265, 4.947], [1.068, 0.472, 3.834], [-0.022, -0.523, 3.545], [1.293, 1.577, 3.002], [0.026, 1.939, 1.330], [2.356, 2.445, 3.305], [2.675, 3.623, 2.427], [3.154, 2.201, 4.417], [3.497, -0.020, 6.994], [3.826, 1.710, 7.133], [4.859, 0.694, 6.129], [1.700, -0.602, 5.576], [-0.066, -1.287, 4.325], [0.146, -1.015, 2.584], [-0.993, -0.030, 3.463], [1.790, 4.234, 2.248], [3.009, 3.284, 1.444], [3.459, 4.237, 2.877], [3.980, 2.875, 4.629]],
  "lowdin_charge": [0.59, -0.11, -0.44, -0.26, -0.06, -1.11, 0.59, 0.85, -0.45, -0.29, -0.07, -0.11, -0.12, -0.09, -0.03, -0.14, -0.05, -0.14, -0.14, -0.03, -0.33, -0.20, 0.00, 0.07, 0.06, 0.07, 0.06, 0.10, 0.09, 0.09, 0.10, 0.10, 0.09, 0.07, 0.08, 0.10, 0.13, -0.54, 0.17, 0.16, -0.32, -0.23, -0.53, 0.16, 0.13, 0.17, -0.53, 0.17, 0.17, 0.13, -0.07, -0.30, -0.04, -0.32, -0.10, -0.53, 0.90, -0.34, -0.12, -0.05, 0.06, 0.07, 0.07, 0.10, 0.07, 0.06, 0.05, 0.04, 0.07, 0.06, 0.11]
}

Model b:
{
  "formula": "C29H25F9N2O2S2TeTi",
  "method": "wB97M-V/def2-TZVPD",
  "multiplicity": 1,
  "charge": -2,
  "homo_energy_ha": -0.0527,
  "symbols": ["Ti", "C", "C", "N", "N", "C", "S", "S", "C", "C", "C", "C", "C", "C", "C", "C", "C", "C", "C", "C", "C", "O", "H", "H", "H", "H", "H", "H", "H", "H", "H", "H", "H", "H", "H", "H", "F", "C", "F", "F", "C", "O", "C", "F", "F", "F", "C", "F", "F", "F", "C", "C", "C", "C", "C", "C", "Te", "C", "C", "C", "H", "H", "H", "H", "H", "H", "H", "H", "H", "H", "H"],
  "positions_angstrom": [[0.731, -0.254, -0.216], [-0.359, 1.598, 2.275], [0.610, 0.539, 1.783], [0.107, -0.752, 1.589], [0.629, -1.856, 2.274], [0.894, -2.829, 1.495], [0.812, -2.746, -0.247], [1.316, -4.417, 2.172], [1.193, -4.096, 3.959], [-0.168, -4.357, 4.538], [-0.432, -5.544, 5.217], [-1.690, -5.803, 5.746], [-2.707, -4.870, 5.601], [-2.453, -3.683, 4.925], [-1.196, -3.424, 4.400], [2.002, 0.643, 2.311], [2.381, 1.102, 3.563], [3.719, 1.086, 3.957], [4.683, 0.598, 3.084], [4.328, 0.147, 1.819], [2.991, 0.188, 1.423], [2.595, -0.171, 0.209], [-1.363, 1.381, 1.918], [-0.075, 2.594, 1.925], [-0.386, 1.627, 3.374], [1.494, -3.058, 4.098], [1.933, -4.751, 4.422], [0.361, -6.276, 5.327], [-1.875, -6.734, 6.269], [-3.691, -5.069, 6.008], [-3.242, -2.952, 4.800], [-0.993, -2.508, 3.858], [1.626, 1.468, 4.249], [4.001, 1.443, 4.940], [5.725, 0.576, 3.386], [5.069, -0.222, 1.119], [3.950, 0.285, -4.141], [2.865, -0.272, -3.550], [3.300, -1.092, -2.604], [2.265, -1.024, -4.489], [1.873, 0.792, -2.972], [0.936, 0.201, -2.224], [2.715, 1.879, -2.186], [3.837, 1.388, -1.651], [3.094, 2.917, -2.962], [1.978, 2.390, -1.193], [1.177, 1.513, -4.172], [0.564, 2.621, -3.753], [0.260, 0.729, -4.737], [2.034, 1.877, -5.157], [-3.488, 3.997, -5.682], [-3.166, 3.103, -4.512], [-2.822, 3.627, -3.274], [-2.500, 2.811, -2.194], [-2.094, 3.467, -0.902], [-2.530, 1.411, -2.330], [-2.166, 0.174, -0.626], [-2.882, 0.874, -3.579], [-2.925, -0.609, -3.847], [-3.186, 1.724, -4.641], [-3.411, 5.049, -5.401], [-4.502, 3.822, -6.053], [-2.801, 3.822, -6.513], [-2.783, 4.706, -3.148], [-2.145, 4.555, -0.990], [-1.075, 3.181, -0.633], [-2.725, 3.138, -0.075], [-2.970, -1.180, -2.923], [-2.020, -0.917, -4.376], [-3.786, -0.862, -4.472], [-3.442, 1.284, -5.603]],
  "lowdin_charge": [0.65, -0.10, -0.45, -0.22, -0.08, -1.11, 0.55, 0.84, -0.45, -0.29, -0.07, -0.12, -0.12, -0.09, -0.03, -0.14, -0.05, -0.14, -0.13, -0.02, -0.33, -0.21, 0.00, 0.07, 0.06, 0.07, 0.06, 0.10, 0.09, 0.09, 0.10, 0.10, 0.09, 0.08, 0.08, 0.11, 0.13, -0.54, 0.17, 0.16, -0.32, -0.22, -0.53, 0.16, 0.14, 0.16, -0.55, 0.17, 0.17, 0.13, -0.07, -0.30, -0.05, -0.33, -0.11, -0.52, 0.90, -0.32, -0.10, -0.05, 0.06, 0.07, 0.07, 0.10, 0.06, 0.06, 0.05, 0.00, 0.08, 0.07, 0.11]
}

Preferred: model a; penalty for the next structure: 0.0129 hartree.

Model a:
{
  "formula": "C2H3FS2",
  "method": "wB97M-V/def2-TZVPD",
  "multiplicity": 1,
  "homo_energy_ha": -0.3428,
  "symbols": ["C", "C", "S", "S", "F", "H", "H", "H"],
  "positions_angstrom": [[-1.640, 0.205, 0.144], [-0.390, -0.082, -0.184], [0.910, 1.045, 0.338], [2.512, 0.000, -0.523], [2.870, -1.233, 0.457], [-2.496, -0.271, -0.107], [-1.752, 1.097, 0.700], [-0.014, -0.762, -0.825]],
  "lowdin_charge": [-0.05, -0.53, 0.54, 0.54, -0.54, 0.02, 0.04, -0.01]
}

Model b:
{
  "formula": "C2H3FS2",
  "method": "wB97M-V/def2-TZVPD",
  "multiplicity": 1,
  "homo_energy_ha": -0.3137,
  "symbols": ["C", "C", "F", "S", "S", "H", "H", "H"],
  "positions_angstrom": [[-1.756, 0.927, -0.355], [-1.368, 0.330, -1.301], [-2.143, 1.640, 0.590], [1.289, -1.047, 1.309], [1.247, -1.576, -0.588], [2.576, -0.414, 1.272], [-0.705, -0.082, -2.059], [0.859, 0.222, 1.132]],
  "lowdin_charge": [-0.30, 0.05, 0.15, 0.34, -0.07, -0.05, 0.01, -0.12]
}

Preferred: model a; penalty for the next structure: 0.1154 hartree.